{
  "formula": "C57H55FN5O8P2PbSe2Te",
  "method": "ωB97M-V with the def2-TZVPD basis set",
  "elements": ["Pb", "O", "C", "C", "C", "N", "C", "C", "C", "O", "O", "C", "O", "O", "H", "H", "H", "C", "C", "N", "C", "C", "C", "O", "O", "C", "O", "C", "C", "C", "F", "C", "C", "C", "N", "C", "C", "N", "C", "C", "H", "H", "H", "H", "H", "H", "H", "H", "H", "H", "H", "H", "H", "H", "H", "H", "H", "H", "C", "Se", "C", "C", "Se", "C", "H", "H", "H", "H", "H", "H", "H", "H", "H", "H", "Te", "C", "C", "C", "N", "C", "C", "C", "P", "C", "C", "C", "C", "C", "C", "C", "C", "C", "C", "C", "C", "P", "C", "C", "C", "C", "C", "C", "C", "C", "C", "C", "C", "C", "H", "H", "H", "H", "H", "H", "H", "H", "H", "H", "H", "H", "H", "H", "H", "H", "H", "H", "H", "H", "H", "H", "H", "H"],
  "coordinates": [[0.36429, -1.92553, -0.98198], [3.34291, 4.04860, -1.37526], [2.78197, 2.78616, -1.31408], [1.66818, 2.56953, -0.35714], [0.85833, 1.32366, -0.80448], [1.31008, 0.45109, -1.81088], [2.48602, 0.59428, -2.29932], [3.23153, 1.82921, -2.14690], [3.01105, -0.61531, -3.11069], [3.81123, -0.36765, -4.01513], [2.54490, -1.72176, -2.71840], [-0.67270, 1.24086, -0.76846], [-1.32305, 2.22952, -1.14839], [-1.08166, 0.09364, -0.45011], [3.10997, 4.50796, -0.56062], [1.87943, 4.34610, 0.78928], [4.08719, 1.98580, -2.78839], [-4.22237, 3.00892, -1.07697], [-4.79925, 2.27312, -2.28078], [-3.89744, 1.24025, -2.76668], [-4.10299, -0.05536, -2.38480], [-3.23987, -1.08225, -2.55247], [-3.66888, -2.49366, -2.09339], [-4.46832, -2.50858, -1.14367], [-3.19623, -3.43182, -2.75679], [-1.95347, -0.76347, -3.13013], [-0.91124, -1.43501, -3.08008], [-1.84100, 0.55177, -3.74114], [-0.68909, 0.81706, -4.47467], [-0.43160, 2.09714, -4.86121], [0.73437, 2.34832, -5.53888], [-1.28131, 3.15128, -4.53580], [-2.48162, 2.86587, -3.90896], [-2.77185, 1.56276, -3.48638], [-0.91324, 4.52434, -4.66585], [0.00485, 4.98745, -5.67335], [1.47836, 4.98000, -5.24460], [1.61242, 5.64243, -3.90118], [0.68762, 5.01562, -2.89173], [-0.73229, 5.18974, -3.39081], [-4.92256, 3.77139, -0.72907], [-3.26894, 3.48263, -1.30766], [-4.03359, 2.30644, -0.26504], [-5.05121, 2.94999, -3.10176], [-5.72551, 1.77592, -1.99419], [-5.01787, -0.24492, -1.83535], [0.02106, 0.01587, -4.65042], [-3.14664, 3.68756, -3.68885], [-0.27723, 6.01607, -5.93797], [-0.08481, 4.38582, -6.57548], [2.12108, 5.51467, -5.94281], [1.84817, 3.96941, -5.09547], [1.37374, 6.63287, -3.97619], [2.58169, 5.58219, -3.58580], [0.87543, 5.50107, -1.93725], [0.94182, 3.95711, -2.83321], [-0.97802, 6.25868, -3.47646], [-1.39995, 4.75370, -2.65074], [3.84057, -3.89204, -0.52048], [2.21494, -4.44224, 0.40377], [1.73789, -5.90042, -0.81005], [1.43020, -5.47659, -2.23191], [-0.41577, -4.81992, -2.43111], [-0.14582, -4.04471, -4.18340], [4.24708, -4.75954, -1.03885], [4.55080, -3.56868, 0.23769], [3.63747, -3.09583, -1.23340], [0.88955, -6.40452, -0.34033], [2.57701, -6.59928, -0.79461], [1.55371, -6.33520, -2.89748], [2.11445, -4.69337, -2.56635], [0.21524, -4.81212, -4.86700], [0.55797, -3.21781, -4.12501], [-1.13484, -3.69554, -4.45711], [1.23604, -3.07806, 4.22580], [1.22986, -1.97927, 6.04931], [2.27788, -2.09029, 6.95942], [2.23999, -1.35254, 8.13322], [1.25682, -0.51727, 8.45761], [0.25882, -0.41159, 7.58142], [0.19768, -1.11008, 6.38677], [0.39970, -1.71785, 2.94307], [-0.98780, -2.21428, 1.92942], [-2.39840, -1.08460, 2.23718], [-2.50278, -0.26844, 3.35881], [-3.60957, 0.54593, 3.54662], [-4.63662, 0.54061, 2.61227], [-4.54528, -0.27678, 1.49347], [-3.42940, -1.07703, 1.29992], [-1.64537, -3.75737, 2.63174], [-2.57197, -3.79578, 3.66894], [-3.00515, -5.01090, 4.17800], [-2.52621, -6.20001, 3.64959], [-1.61762, -6.17205, 2.60097], [-1.18642, -4.95753, 2.09433], [1.50012, -0.92663, 1.81614], [3.14547, -0.72327, 2.59040], [4.28616, -0.99289, 1.84447], [5.55110, -0.80448, 2.39120], [5.68044, -0.35247, 3.69320], [4.54431, -0.07470, 4.44669], [3.28743, -0.25301, 3.89702], [1.12028, 0.86816, 1.67601], [1.73685, 1.28462, 0.41693], [1.06196, 3.81564, 0.26613], [-0.05145, 3.74052, 1.27310], [-0.34079, 2.82120, 2.19530], [0.22846, 1.51110, 2.43214], [3.12913, -2.72906, 6.75461], [3.05673, -1.43081, 8.84557], [-0.54371, 0.26846, 7.85245], [-0.64432, -0.97684, 5.71995], [-1.68896, -0.26802, 4.07492], [-3.67327, 1.17921, 4.42483], [-5.50682, 1.17125, 2.75737], [-5.34254, -0.29892, 0.75922], [-3.37813, -1.70098, 0.41563], [-2.95588, -2.87093, 4.08020], [-3.72393, -5.02740, 4.98846], [-2.87081, -7.14775, 4.04486], [-1.25294, -7.09653, 2.17037], [-0.48996, -4.93179, 1.26391], [4.18454, -1.36059, 0.82943], [6.43124, -1.01994, 1.79767], [6.66432, -0.21505, 4.12573], [4.63897, 0.27996, 5.46587], [2.40258, -0.03208, 4.48195], [2.65760, 0.74103, 0.20822], [0.73146, 4.48155, -0.52076], [-0.68743, 4.62070, 1.26387], [-1.18379, 3.05836, 2.83838], [-0.19091, 0.95683, 3.26136]],
  "atomic_forces_ev_per_a": [[-0.007, 0.336, -0.157], [-0.103, 0.061, -0.116], [0.051, -0.070, 0.061], [0.168, 0.138, -0.026], [-0.329, -0.083, -0.122], [0.308, 0.145, 0.163], [-0.298, -0.276, -0.196], [-0.031, 0.060, -0.078], [-0.108, 0.071, 0.174], [0.119, 0.074, -0.062], [0.014, -0.017, -0.020], [0.246, 0.106, 0.151], [0.311, -0.076, 0.215], [-0.202, 0.062, -0.160], [0.092, 0.014, 0.050], [0.007, -0.036, -0.006], [0.044, 0.018, 0.008], [-0.108, 0.171, 0.000], [-0.033, 0.079, 0.202], [-0.048, -0.051, -0.300], [0.069, 0.103, 0.267], [0.467, -0.067, -0.395], [0.180, 0.151, -0.260], [-0.385, -0.082, 0.128], [0.254, -0.129, -0.107], [-0.261, -0.087, 0.444], [-0.308, -0.632, -0.043], [-0.034, 0.161, -0.250], [0.059, 0.118, 0.016], [0.213, -0.303, -0.097], [-0.159, -0.075, 0.031], [-0.045, 0.145, 0.033], [0.075, -0.070, -0.139], [-0.058, -0.069, 0.030], [-0.378, 0.054, 0.037], [0.207, 0.044, -0.086], [0.002, -0.079, 0.111], [0.001, 0.071, -0.060], [0.047, 0.106, -0.085], [0.017, 0.059, 0.088], [-0.088, -0.009, -0.014], [-0.043, -0.085, 0.014], [0.042, -0.002, -0.013], [0.044, 0.013, 0.023], [-0.001, -0.026, -0.054], [-0.003, -0.006, -0.043], [-0.035, 0.097, 0.025], [0.004, 0.032, 0.061], [0.036, 0.020, -0.005], [-0.017, 0.017, 0.033], [-0.048, 0.013, -0.040], [0.008, 0.050, -0.103], [0.044, -0.004, -0.017], [-0.020, -0.143, 0.158], [-0.012, 0.051, -0.181], [0.037, -0.033, 0.113], [0.028, -0.018, -0.063], [0.012, -0.019, 0.025], [0.051, -0.049, 0.009], [-0.055, -0.009, 0.026], [0.049, -0.058, 0.119], [-0.093, 0.032, -0.193], [0.218, -0.116, 0.296], [0.020, -0.091, 0.018], [0.010, -0.005, 0.020], [-0.023, 0.009, -0.019], [-0.017, 0.019, -0.038], [0.011, 0.013, -0.026], [-0.011, 0.030, 0.032], [-0.025, 0.046, 0.000], [-0.041, 0.019, -0.013], [-0.069, -0.005, 0.002], [-0.019, 0.013, 0.001], [-0.041, 0.107, -0.129], [0.125, -0.135, 0.444], [-0.037, 0.020, 0.040], [-0.047, -0.033, -0.026], [0.071, -0.046, -0.022], [0.022, 0.048, 0.100], [-0.064, 0.006, -0.062], [0.042, -0.009, -0.035], [-0.026, -0.141, -0.002], [-0.103, 0.327, -0.302], [-0.146, 0.016, 0.167], [0.162, -0.029, -0.069], [-0.027, 0.055, 0.049], [-0.038, 0.028, 0.001], [0.004, 0.012, -0.028], [0.134, -0.021, 0.067], [-0.065, -0.160, -0.063], [0.050, -0.016, 0.012], [-0.025, 0.033, 0.030], [0.003, -0.052, -0.005], [0.015, -0.046, 0.011], [-0.045, -0.023, 0.047], [0.041, -0.036, -0.183], [0.096, -0.046, -0.039], [-0.012, -0.028, 0.022], [0.051, -0.016, -0.021], [0.046, 0.011, 0.015], [-0.026, 0.002, 0.032], [0.003, 0.069, -0.035], [-0.170, 0.075, 0.357], [0.189, 0.194, -0.177], [0.080, -0.088, 0.210], [-0.065, -0.023, 0.014], [-0.158, 0.224, -0.018], [0.184, -0.214, -0.067], [0.005, -0.007, -0.014], [-0.015, 0.007, 0.007], [0.010, -0.003, -0.002], [0.002, -0.005, -0.010], [-0.053, -0.015, 0.032], [-0.002, -0.001, -0.004], [0.007, 0.001, 0.005], [0.012, -0.039, -0.005], [-0.097, 0.019, 0.035], [-0.007, 0.009, 0.003], [0.003, -0.006, -0.001], [0.002, -0.003, -0.002], [-0.007, -0.013, 0.002], [-0.013, 0.012, -0.026], [-0.015, 0.023, -0.002], [0.009, 0.003, 0.001], [-0.002, 0.002, -0.005], [0.001, -0.004, 0.007], [0.003, 0.022, -0.006], [-0.025, -0.012, 0.016], [-0.128, 0.030, 0.043], [0.020, -0.002, -0.025], [0.003, 0.015, -0.016], [0.020, -0.045, 0.033]],
  "homo_ev": -3.85,
  "total_energy_ev": -248360.07686,
  "charge": -1,
  "homo_lumo_gap_ev": 4.25,
  "relative_energy_kcal_mol": 56.4
}